Arrangement w

C32H35F5N4O5PbSTe | ωB97M-V/def2-TZVPD

**Total charge**: 0
**Orbital gap**: 7.5966 eV
**E_LUMO**: -0.021 eV

Last column: Löwdin charge in e.
Geometry (Å):
Pb 0.41073 -0.66441 -0.41197  1.31
C 0.93420 2.74763 -0.94338  -0.10
N 1.43962 1.78208 0.02110  -0.37
C 1.38518 2.31941 1.37437  -0.07
C 2.78259 1.32584 -0.32884  -0.23
C 3.26918 0.16903 0.56300  -0.23
N 2.14644 -0.65055 1.00471  -0.18
C 2.31353 -1.43239 2.10936  -0.22
C 1.24090 -1.58226 3.00145  -0.22
F 0.10760 -0.86639 2.75833  -0.01
C 1.30520 -2.35356 4.13750  -0.23
F 0.21290 -2.42723 4.92373  0.08
C 2.46508 -3.01534 4.48886  0.07
C 3.54695 -2.85327 3.64474  -0.21
F 4.70324 -3.47419 3.92436  0.09
C 3.48175 -2.09694 2.48879  -0.14
F 4.55725 -2.04871 1.68497  0.10
H 1.55468 3.65493 -0.97525  0.10
H 0.92237 2.30610 -1.94259  0.08
H -0.08620 3.02125 -0.67503  0.07
H 2.04931 3.19035 1.48193  0.10
H 0.36252 2.62721 1.59024  0.07
H 1.67872 1.55507 2.09165  0.08
H 2.76592 1.02909 -1.38157  0.10
H 3.50496 2.15205 -0.25805  0.13
H 4.02214 -0.39347 0.00156  0.10
H 3.78820 0.58078 1.43713  0.12
H 2.52581 -3.62584 5.37677  0.13
O -1.54886 0.82352 0.59697  -0.64
S -3.00436 0.43701 0.51892  0.93
C -3.73066 0.81185 2.13733  -0.27
C -3.36267 2.16528 2.66317  -0.28
C -2.10089 2.37761 3.21365  -0.04
C -1.74150 3.63663 3.67128  -0.07
C -2.63881 4.69404 3.58739  -0.08
C -3.90203 4.48682 3.05149  -0.08
C -4.25974 3.22681 2.59221  -0.06
C -3.82284 1.69071 -0.48050  -0.27
C -3.12985 1.79175 -1.81321  -0.29
C -2.55505 2.99460 -2.19766  -0.05
C -1.87722 3.09791 -3.40518  -0.08
C -1.75097 1.99042 -4.22816  -0.07
C -2.32462 0.78131 -3.85064  -0.07
C -3.01860 0.68600 -2.65429  -0.06
H -3.34938 0.00819 2.77123  0.09
H -4.80757 0.67538 2.01563  0.10
H -1.40022 1.55334 3.27577  0.11
H -0.75737 3.79268 4.09471  0.11
H -2.35731 5.67514 3.94758  0.10
H -4.60959 5.30377 2.99343  0.10
H -5.25020 3.06544 2.17987  0.12
H -3.79507 2.63659 0.06118  0.09
H -4.85741 1.34732 -0.57396  0.11
H -2.63268 3.85630 -1.54425  0.12
H -1.43083 4.04127 -3.69297  0.11
H -1.20431 2.06378 -5.15729  0.11
H -2.22640 -0.08697 -4.48949  0.11
H -3.46682 -0.25990 -2.36690  0.11
C -2.39247 -2.80728 2.15850  -0.42
Te -0.77845 -3.25470 0.83992  1.34
C -2.04722 -3.65136 -0.79937  -0.39
H -3.11714 -2.16421 1.65991  -0.03
H -1.98745 -2.31956 3.04360  -0.01
H -2.86749 -3.74362 2.44420  0.00
H -2.58441 -4.57670 -0.61009  0.01
H -1.40714 -3.75290 -1.67193  0.00
H -2.74094 -2.82057 -0.91706  0.00
F 1.40540 -0.65871 -5.53105  0.08
C 2.28641 -1.16219 -4.65352  -0.19
C 2.15497 -2.39696 -4.17652  0.03
N 3.05448 -2.97452 -3.31553  0.00
C 2.64116 -4.17706 -2.59889  -0.03
C 1.46865 -3.95395 -1.64224  -0.69
O 1.09798 -4.92948 -1.00299  -0.03
O 0.99182 -2.77185 -1.59793  -0.32
C 4.12233 -2.24539 -2.82251  -0.47
O 4.91520 -2.65973 -2.00974  0.10
N 4.23552 -0.96622 -3.35646  0.22
C 3.36224 -0.29853 -4.20918  -0.42
O 3.52131 0.86582 -4.50675  0.09
H 1.32277 -3.01849 -4.47926  0.16
H 3.48743 -4.54057 -2.02507  0.13
H 2.37019 -4.93892 -3.32962  0.14
H 5.00793 -0.42326 -2.99563  0.17


Arrangement x

C32H35F5N4O5PbSTe | ωB97M-V/def2-TZVPD

**Total charge**: 0
**Orbital gap**: 7.7566 eV
**E_LUMO**: 0.228 eV

Last column: Löwdin charge in e.
Geometry (Å):
Pb -0.30541 0.83365 0.74099  1.45
C 1.98090 0.56891 3.25044  -0.09
N 1.49572 -0.28562 2.16750  -0.38
C 2.60096 -0.74340 1.32800  -0.09
C 0.72008 -1.40768 2.70859  -0.20
C 0.10868 -2.26944 1.61922  -0.22
N -0.57638 -1.45021 0.62125  -0.09
C -1.33286 -2.07204 -0.31756  -0.20
C -2.09776 -1.30897 -1.22552  -0.19
F -2.02806 0.04942 -1.13728  -0.05
C -2.85985 -1.83145 -2.23813  -0.23
F -3.49963 -0.97466 -3.05685  0.08
C -2.96474 -3.19309 -2.44266  0.05
C -2.24126 -3.97891 -1.57029  -0.23
F -2.27766 -5.31473 -1.70711  0.09
C -1.45865 -3.46249 -0.55466  -0.14
F -0.77518 -4.36686 0.18510  0.06
H 2.66508 0.01862 3.90964  0.10
H 2.51735 1.42131 2.83249  0.09
H 1.13620 0.93136 3.83307  0.07
H 3.26059 -1.42482 1.88124  0.10
H 2.22143 -1.25394 0.44445  0.06
H 3.18267 0.11618 0.99547  0.10
H 1.36063 -2.03742 3.34399  0.13
H -0.06335 -0.98342 3.33754  0.10
H 0.88754 -2.88728 1.16183  0.10
H -0.58177 -2.95403 2.11819  0.13
H -3.57250 -3.61555 -3.22712  0.13
O 1.18028 0.61637 -1.53203  -0.62
S 0.74000 -0.34792 -2.59900  0.95
C 0.13610 0.67324 -3.97401  -0.26
C 1.05983 1.78237 -4.36376  -0.28
C 1.13813 2.92895 -3.57793  -0.05
C 2.01376 3.94952 -3.91523  -0.06
C 2.81933 3.83404 -5.03961  -0.08
C 2.74656 2.69429 -5.82783  -0.08
C 1.87147 1.67273 -5.48909  -0.06
C 2.24842 -0.99877 -3.33804  -0.27
C 2.93574 -1.89026 -2.33961  -0.29
C 4.21425 -1.58449 -1.89024  -0.04
C 4.84487 -2.40024 -0.96051  -0.08
C 4.19357 -3.51856 -0.46138  -0.09
C 2.90918 -3.82161 -0.89504  -0.08
C 2.28473 -3.01244 -1.83166  -0.05
H -0.81365 1.04942 -3.58813  0.07
H -0.08065 -0.01261 -4.79549  0.11
H 0.51822 3.01224 -2.69330  0.07
H 2.06565 4.83742 -3.29881  0.11
H 3.49943 4.63314 -5.30390  0.10
H 3.36692 2.60253 -6.70977  0.10
H 1.80966 0.78662 -6.11114  0.11
H 2.87239 -0.15543 -3.63613  0.10
H 1.93680 -1.55406 -4.22721  0.11
H 4.71767 -0.70337 -2.26974  0.12
H 5.84364 -2.15657 -0.62176  0.11
H 4.68234 -4.15184 0.26759  0.11
H 2.38918 -4.68618 -0.50291  0.11
H 1.27893 -3.25246 -2.16051  0.11
C -2.76430 3.17679 -3.22514  -0.47
Te -2.16275 3.60366 -1.22429  1.10
C -4.08652 3.22294 -0.38347  -0.44
H -2.97528 2.11499 -3.33109  -0.01
H -1.96209 3.47079 -3.89996  -0.01
H -3.64802 3.76586 -3.45517  0.00
H -4.50916 4.14286 0.00798  -0.01
H -3.98643 2.46567 0.38928  -0.03
H -4.71328 2.83813 -1.18496  0.01
F -1.14867 3.17485 7.39723  0.09
C -1.58249 2.02015 6.87960  -0.19
C -2.31879 1.99027 5.76853  0.04
N -2.80108 0.81681 5.23133  0.00
C -3.38644 0.83120 3.90201  -0.03
C -2.33254 0.93277 2.80295  -0.67
O -1.13531 1.11267 3.14600  -0.13
O -2.72360 0.81924 1.62118  -0.11
C -2.43900 -0.40786 5.75718  -0.47
O -2.73119 -1.46837 5.24815  0.09
N -1.71377 -0.33365 6.93271  0.22
C -1.20449 0.79469 7.57114  -0.40
O -0.53116 0.71463 8.57115  0.10
H -2.57945 2.89881 5.24439  0.15
H -4.08191 1.66726 3.82055  0.14
H -3.94387 -0.09015 3.75921  0.14
H -1.46392 -1.22450 7.33786  0.17


Which of them is the most stable? Correct choice: arrangement x.